Below is a structure of composition C21H37FeN9SbSe2, with properties calculated with wB97M-V/def2-TZVPD.

The geometry in XYZ format:
```
71
Properties=species:S:1:pos:R:3:forces:R:3
Sb 0.472 1.025 -0.087 0.002 -0.039 0.040
Se -2.953 -0.657 -1.872 0.115 -0.048 0.152
Se -2.906 -1.282 1.195 0.129 -0.142 0.054
Fe -0.841 -1.533 -0.345 -0.348 0.153 -0.169
N -1.402 -3.368 -0.368 -0.098 -0.002 -0.150
N 0.873 -2.733 -3.822 0.013 0.033 -0.027
N -0.011 -1.815 -2.036 0.231 -0.046 -0.052
N -0.343 -4.157 -2.359 0.037 -0.033 0.009
N 1.135 -1.413 -3.799 -0.013 0.012 0.009
N -2.165 -5.240 0.342 -0.092 0.076 0.039
N 0.623 -0.860 -2.760 -0.170 -0.281 -0.026
N -1.546 -5.510 -0.822 0.076 0.004 -0.005
N -2.092 -3.992 0.623 0.028 0.020 0.120
C 1.612 -3.054 2.721 0.080 -0.008 -0.025
C 1.581 1.999 -2.772 0.033 0.037 0.014
C 0.701 -2.114 0.681 0.194 0.058 0.188
C -1.079 -4.344 -1.219 0.087 -0.002 -0.061
C 2.096 2.258 2.361 0.017 -0.020 0.033
C 3.309 2.083 -0.918 -0.015 -0.042 -0.002
C 2.096 1.356 -1.487 0.084 -0.045 -0.016
C 2.907 -2.836 2.266 -0.059 0.027 -0.060
C 2.008 -1.934 0.223 -0.043 -0.066 -0.200
C -1.473 3.330 -0.950 0.044 0.057 0.028
C -3.459 0.536 0.753 0.044 0.015 -0.125
C -0.398 3.032 0.092 -0.029 0.002 -0.035
C -4.049 0.444 -0.653 0.062 -0.051 0.076
C 0.445 0.483 2.881 -0.100 0.104 0.030
C 0.171 -2.946 -2.725 -0.106 0.008 -0.005
C 3.100 -2.287 1.006 -0.013 -0.077 0.073
C 0.604 4.189 0.091 0.010 -0.039 0.044
C -2.170 0.679 -3.040 0.020 0.036 -0.023
C 0.526 -2.708 1.930 -0.137 -0.075 0.002
C -2.831 -1.236 3.131 -0.003 0.021 -0.041
C 1.458 0.969 1.853 0.042 0.054 -0.002
H -3.810 -0.945 3.501 0.004 -0.010 -0.002
H 1.015 4.344 -0.904 0.041 -0.002 -0.098
H -0.138 -4.958 -2.932 -0.007 0.016 0.019
H 4.102 -2.137 0.624 0.007 -0.001 -0.005
H 1.445 -3.511 3.689 0.001 0.001 0.003
H -0.341 1.234 3.026 -0.015 -0.007 0.011
H -2.062 -0.566 3.495 0.077 0.056 0.016
H 0.925 0.328 3.852 0.008 -0.012 -0.007
H 1.433 4.055 0.778 -0.039 0.022 -0.056
H -5.015 -0.058 -0.622 0.003 0.008 0.010
H -0.868 2.985 1.081 -0.023 -0.013 0.013
H 3.095 3.121 -0.664 -0.014 0.043 0.026
H -2.618 -2.260 3.431 0.009 0.013 0.003
H -1.030 3.427 -1.944 -0.014 0.001 -0.006
H -1.354 1.203 -2.554 -0.054 -0.056 -0.049
H 0.088 5.113 0.369 -0.013 0.002 -0.003
H 3.708 1.586 -0.032 -0.003 -0.006 -0.009
H -4.189 1.418 -1.116 0.044 0.048 -0.010
H 2.402 2.099 -3.487 0.019 -0.024 0.005
H -0.475 -2.923 2.290 0.050 0.004 -0.024
H 2.234 0.211 1.720 -0.079 0.017 0.041
H -2.599 1.198 0.796 0.037 0.091 -0.026
H 2.189 -1.528 -0.767 -0.019 -0.023 0.063
H -1.783 0.131 -3.896 -0.002 -0.001 0.011
H -2.950 1.365 -3.362 -0.002 0.015 -0.009
H 2.394 0.336 -1.731 -0.019 0.081 0.005
H 0.815 1.383 -3.242 0.063 0.075 0.028
H -4.208 0.872 1.470 -0.025 -0.041 0.000
H 2.859 2.659 1.699 -0.007 0.002 -0.007
H 1.184 2.998 -2.602 -0.013 0.128 0.037
H 3.755 -3.114 2.879 0.007 0.000 0.004
H 4.101 2.091 -1.672 -0.004 0.007 -0.002
H -2.240 2.564 -1.010 -0.101 -0.098 0.058
H 1.346 3.033 2.532 0.008 -0.039 0.044
H -0.014 -0.454 2.583 -0.061 0.014 0.026
H -1.966 4.280 -0.722 0.005 0.001 0.006
H 2.570 2.060 3.327 0.010 -0.011 -0.002
```
Positions in Å, forces in eV/Å.

Its largest force on an atom is 0.42 eV/Å. Its spin multiplicity is 2. As for the energy relative to the best compared isomer or geometry (same formula, charge and spin): 0.000 eV. The orbital gap (alpha / beta) is 7.892 / 7.623 eV. The calculation puts the HOMO energy (alpha / beta) at -8.11 / -8.13 eV. The value obtained for the electronic energy is -207402.2593 eV. The LUMO energy (alpha / beta) comes out at -0.22 / -0.50 eV. The expectation value of S² is 0.792.

Löwdin atomic charge list, values in e, 8 entries: 1.615, 0.984, 1.002, 0.166, -0.101, 0.057, -0.092, 0.171

Below is a structure of composition C21H37ORu, with properties calculated with wB97M-V/def2-TZVPD.

The geometry in XYZ format:
```
60
Properties=species:S:1:pos:R:3:forces:R:3
Ru -0.406 0.209 0.887 0.247 -0.226 0.257
O 0.282 0.061 2.874 -0.394 -0.058 -0.262
C -2.878 1.948 -0.259 -0.038 0.088 -0.275
C -1.372 -2.818 -1.872 0.122 0.019 -0.024
C -0.180 -1.153 3.651 -0.223 0.305 0.121
C -0.739 1.333 -1.186 0.287 -0.283 -0.234
C -1.661 -0.889 3.761 0.062 0.231 -0.079
C 2.663 -0.083 -0.641 -0.149 -0.090 0.395
C -1.130 3.743 -0.733 -0.035 -0.037 -0.075
C 1.199 0.085 -0.876 0.142 0.273 -0.317
C 0.653 1.408 -0.977 -0.276 -0.270 -0.027
C -1.690 0.602 4.136 0.110 -0.198 0.080
C 0.112 -2.883 0.144 -0.054 0.007 -0.084
C -2.237 2.529 -2.669 -0.114 -0.021 0.032
C 3.207 1.125 0.165 -0.015 -0.120 -0.138
C 0.001 -2.382 -1.323 0.135 -0.072 -0.022
C -1.082 -0.100 -1.328 0.261 0.283 -0.203
C 1.117 -2.958 -2.226 -0.331 -0.041 -0.067
C 0.060 -0.886 -1.245 -0.072 0.166 0.130
C 3.091 -1.378 0.064 0.150 0.304 0.144
C 3.243 -0.029 -2.092 -0.016 0.009 -0.230
C -0.567 1.202 3.304 -0.231 -0.282 -0.049
C -1.733 2.414 -1.204 -0.102 0.181 0.160
H 0.315 -1.115 4.614 0.209 0.100 0.136
H -3.031 3.275 -2.680 -0.022 0.018 -0.033
H 2.712 -1.416 1.091 0.067 0.040 -0.045
H 2.936 0.870 -2.633 0.038 -0.042 0.083
H 3.256 2.049 -0.415 -0.037 -0.089 0.010
H 4.177 -1.375 0.123 0.056 0.012 0.066
H 0.030 1.967 3.784 0.302 0.020 0.046
H -0.726 3.679 0.285 -0.037 -0.012 -0.051
H 2.974 -0.904 -2.680 0.009 0.017 0.019
H -1.907 4.506 -0.729 0.025 0.009 -0.004
H -2.148 -1.058 2.790 -0.098 -0.076 -0.069
H -2.516 1.332 0.598 0.024 0.004 0.147
H -3.636 1.348 -0.766 0.087 -0.005 0.031
H 0.983 -4.036 -2.280 -0.033 -0.078 -0.032
H 2.816 -2.284 -0.455 0.029 0.038 0.101
H 0.144 -2.035 3.115 0.042 -0.038 -0.235
H 1.113 -2.830 0.557 0.050 -0.002 0.007
H -0.583 -2.332 0.813 -0.075 -0.049 -0.034
H -2.651 1.590 -3.046 0.020 0.054 0.053
H -1.445 2.863 -3.338 0.011 0.014 0.034
H -2.201 -2.571 -1.200 0.111 -0.016 -0.046
H -2.061 -0.455 -1.610 -0.065 -0.014 0.139
H -1.438 0.718 5.189 -0.029 0.043 0.071
H 2.627 1.305 1.076 0.015 -0.029 0.011
H 1.219 2.322 -0.894 -0.011 0.008 0.176
H -0.954 1.683 2.355 0.002 0.118 0.089
H -0.339 4.092 -1.402 -0.063 -0.043 0.050
H -1.570 -2.401 -2.864 0.035 -0.029 0.097
H 4.329 -0.004 -1.988 0.001 -0.011 0.031
H 1.033 -2.563 -3.240 -0.058 -0.042 0.007
H 2.122 -2.779 -1.871 -0.075 0.001 -0.099
H -3.364 2.811 0.197 -0.011 -0.003 0.014
H -2.158 -1.532 4.485 0.004 0.025 0.049
H -0.228 -3.920 0.191 0.014 0.006 -0.002
H 4.223 0.899 0.476 0.065 -0.006 0.002
H -1.363 -3.900 -1.974 -0.030 -0.078 -0.015
H -2.644 1.096 3.969 -0.039 -0.034 -0.037
```
Positions in Å, forces in eV/Å.

Its largest force on an atom is 0.48 eV/Å. Its spin multiplicity is 5. The net charge is +3. The orbital gap (alpha / beta) is 6.774 / 6.879 eV. The calculation puts the HOMO energy (alpha / beta) at -19.95 / -20.93 eV. The value obtained for the electronic energy is -26973.0881 eV. The LUMO energy (alpha / beta) comes out at -13.17 / -14.05 eV. The expectation value of S² is 6.036.

Löwdin atomic charge list, values in e, 8 entries: 1.525, -0.279, 0.014, -0.022, -0.086, -0.185, -0.135, -0.516

Below is a cluster of 2 separate species, C21H38F6N2O3P2S2 in total at a distorted geometry, with properties calculated with wB97M-V/def2-TZVPD.

The geometry in XYZ format:
```
74
Properties=species:S:1:pos:R:3:forces:R:3
S 4.245 -5.117 -2.764 -1.480 0.358 2.697
S 3.508 -2.967 -0.719 -1.242 -0.421 -0.249
P 2.701 2.954 1.996 -0.053 1.546 0.710
P -2.987 7.962 -1.276 -0.444 1.527 -0.179
F -1.869 7.527 -2.272 4.893 1.234 -3.031
F -4.540 8.008 -1.155 -4.541 -1.731 3.061
F -3.100 6.412 -1.396 -2.857 -5.273 1.312
F -2.013 9.060 -0.754 3.068 4.611 -1.185
F -3.469 8.981 -2.352 1.472 3.065 -4.535
F -2.928 7.780 0.270 -1.251 -3.574 4.720
O -2.617 -1.667 1.329 0.226 1.962 0.416
O -1.165 0.283 -1.662 1.026 2.894 2.935
O -3.651 3.853 -1.529 1.790 -3.798 0.107
N 2.458 -5.704 -0.591 1.543 0.524 -2.690
N -1.402 2.784 -1.150 3.203 0.061 2.860
C -1.812 -1.109 3.767 -0.023 1.726 -0.685
C -0.949 4.094 -0.472 2.739 -1.480 1.525
C -0.649 1.454 -0.938 1.254 1.822 1.579
C 2.199 -0.343 -1.178 0.967 -0.064 0.122
C 1.193 2.824 0.823 -3.897 -0.565 -3.368
C 0.337 4.194 0.544 -0.935 -4.084 -2.028
C 0.986 -5.380 -0.714 -1.021 2.071 1.336
C 0.610 -4.468 0.636 -0.153 -0.390 -0.173
C 4.365 2.841 1.066 1.096 -0.697 -0.612
C 0.692 1.437 0.060 -1.417 2.277 -0.007
C -3.057 -1.391 2.705 -0.308 -1.279 1.436
C -2.611 2.928 -2.075 -0.859 2.071 -2.563
C 1.580 0.040 0.291 0.300 1.050 -0.377
C 2.066 -7.795 -2.192 0.330 -1.022 0.416
C -4.320 3.112 -0.446 0.188 -0.774 0.933
C -2.335 -0.389 0.594 -0.749 -0.821 0.569
C 2.606 1.671 3.411 -0.525 -2.090 0.047
C 3.340 -4.756 -1.371 -0.815 -0.880 -0.733
C -1.532 -0.822 -0.766 -1.251 -2.139 1.008
C 2.770 -7.159 -0.855 -0.212 -1.179 0.355
C 2.144 -1.935 -1.564 -0.384 0.102 -2.370
H 1.833 -7.008 -3.029 0.599 -1.614 1.697
H -3.873 2.030 -0.442 -1.045 1.831 0.236
H -0.845 -1.739 3.523 -2.230 1.023 0.548
H 2.351 -7.763 0.086 0.892 1.380 -1.969
H 3.656 1.194 3.635 -1.979 1.032 -0.516
H 0.789 -4.729 -1.690 0.191 -1.688 1.942
H 2.804 -8.647 -2.582 -1.686 2.013 0.577
H -3.584 -2.383 3.110 1.082 2.107 -1.264
H -1.730 0.274 1.345 -1.038 -0.857 -1.813
H 0.269 -6.315 -0.655 1.945 1.717 -0.418
H 1.249 -4.939 1.511 -1.580 0.997 -1.665
H 0.690 5.216 1.050 -1.129 -2.478 -1.374
H 3.927 -7.330 -0.859 -2.277 0.593 -0.101
H -3.418 0.052 0.351 2.560 -0.521 0.345
H -1.528 5.117 -0.682 0.736 -2.544 0.036
H 4.634 1.768 0.657 -0.543 2.180 0.560
H -2.196 3.485 -3.046 -0.930 -1.119 2.218
H 1.715 0.371 -2.002 0.880 -2.036 1.653
H -4.027 3.603 0.586 -0.943 -0.864 -2.083
H 3.352 -0.042 -1.161 -2.462 -0.631 -0.069
H 2.157 2.089 4.414 0.981 -0.446 -2.241
H 2.404 -2.004 -2.727 -0.641 0.164 2.487
H -3.875 -0.547 2.717 1.736 -1.431 0.041
H 1.098 -2.445 -1.441 1.929 1.158 0.033
H 1.084 -8.356 -1.857 1.851 1.277 -0.850
H -2.280 -1.515 -1.387 1.697 1.737 1.209
H 1.897 0.788 3.067 1.461 1.628 0.871
H 0.970 -0.811 0.814 0.928 1.631 -1.215
H -0.631 -1.534 -0.476 -1.652 1.826 -0.606
H 5.218 3.106 1.850 -2.010 -0.404 -1.558
H -5.475 3.008 -0.618 2.295 0.611 0.329
H -0.559 -4.506 0.845 2.519 0.052 -0.316
H -1.517 0.037 3.613 -0.392 -2.379 0.470
H -3.045 1.910 -2.455 1.012 1.721 1.349
H 4.388 3.658 0.196 -0.148 -1.923 1.988
H 2.518 0.248 1.000 -2.371 -0.092 -1.458
H 0.933 -3.348 0.536 -0.549 -2.190 0.102
H -2.146 -1.191 4.900 0.631 -0.102 -2.534
```
Positions in Å, forces in eV/Å.

Its largest force on an atom is 6.14 eV/Å. Its spin multiplicity is 1. As for the energy relative to the best compared isomer or geometry (same formula, charge and spin): 14.698 eV. The orbital gap is 6.464 eV. The calculation puts the HOMO energy at -9.05 eV. The value obtained for the electronic energy is -88052.2007 eV. The LUMO energy comes out at -2.59 eV.

Löwdin atomic charge list, values in e, 8 entries: 0.627, 0.734, 0.833, -0.030, -0.153, -0.144, -0.178, -0.148